No. 1
Molecular formula: C3H8F2O3STl
Method: DFT, ωB97M-V/def2-TZVPD

Geometry as XYZ:
```
18
Properties=species:S:1:pos:R:3:lowdin_charge:R:1
Tl -3.98 -0.23 -0.32 1.361
F -5.51 -1.34 1.84 -0.306
F -2.05 0.81 1.72 -0.286
O 0.52 1.08 -2.93 -0.230
S 0.06 0.73 -1.61 0.715
O -1.30 0.23 -1.39 -0.452
O 1.18 -0.32 -0.94 -0.193
C 0.85 -0.84 0.33 -0.272
C 1.94 -1.90 0.72 -0.009
C 0.30 2.18 -0.48 -0.068
H -0.16 -1.25 0.31 0.120
H 0.74 -0.07 1.09 0.129
H 1.74 -2.27 1.72 0.090
H 2.84 -1.30 0.57 0.093
H 1.87 -2.79 0.09 0.090
H -0.22 2.00 0.46 0.046
H -0.16 3.04 -0.96 0.086
H 1.35 2.24 -0.21 0.086
```

Results
Charge: +1
Gap between HOMO and LUMO (eV): 3.1
LUMO energy (eV): -12.0

---

No. 2
Molecular formula: C3H8F2Si
Method: DFT, ωB97M-V/def2-TZVPD

Geometry as XYZ:
```
14
Properties=species:S:1:pos:R:3:lowdin_charge:R:1
F 1.20 -1.72 0.18 -0.078
C 1.78 -0.46 0.03 -0.224
C 0.72 0.62 -0.40 -0.244
C -0.46 0.61 0.70 -0.304
Si -1.91 -0.31 -0.17 0.629
F -3.36 -0.14 0.65 -0.264
H 2.23 -0.09 0.98 0.121
H 2.53 -0.55 -0.79 0.116
H 1.18 1.63 -0.50 0.110
H 0.29 0.32 -1.39 0.071
H -0.08 -0.02 1.54 0.067
H -0.72 1.65 0.99 0.068
H -1.94 0.18 -1.56 -0.037
H -1.48 -1.72 -0.27 -0.030
```

Results
Charge: 0
Gap between HOMO and LUMO (eV): 12.0
LUMO energy (eV): 1.1

---

No. 3
Molecular formula: C3H8F9O13PtS3
Method: DFT, ωB97M-V/def2-TZVPD

Geometry as XYZ:
```
37
Properties=species:S:1:pos:R:3:lowdin_spin:R:1
Pt 1.04 0.03 -0.79 1.613
C -2.50 2.81 -1.41 0.002
F -3.51 3.63 -1.04 0.000
F -3.10 1.64 -1.61 0.000
F -2.02 3.18 -2.55 0.000
S -1.24 2.62 -0.01 0.007
O -0.88 3.97 0.34 0.013
O -1.97 1.97 1.08 -0.001
O -0.07 1.83 -0.41 0.066
C 1.27 -1.08 3.74 0.006
F 2.58 -1.21 3.44 0.001
F 0.50 -2.16 3.52 0.001
F 1.16 -0.75 5.01 0.002
S 0.45 0.32 2.68 0.006
O 0.86 -0.09 1.34 0.055
O -0.98 0.23 2.99 0.003
O 1.13 1.59 3.12 0.001
C -1.94 -3.19 0.39 0.003
F -3.16 -3.75 0.53 0.001
F -1.28 -3.13 1.54 0.001
F -1.28 -3.82 -0.61 0.000
S -2.21 -1.32 -0.13 0.006
O -2.62 -0.71 1.13 0.001
O -0.92 -0.85 -0.63 0.070
O -3.24 -1.33 -1.15 0.010
O 0.31 0.60 -2.84 0.047
H 0.43 1.31 -3.48 0.004
H 0.16 -0.18 -3.37 0.001
O 2.60 1.91 -1.10 0.031
H 3.41 2.28 -1.45 0.002
H 2.18 2.64 -0.65 0.001
O 1.36 -1.84 -1.96 0.030
H 0.68 -2.23 -2.51 0.003
H 2.17 -2.26 -2.25 0.001
O 3.19 -0.75 -0.22 0.011
H 3.59 -1.57 0.08 0.001
H 3.86 -0.33 -0.74 0.000
```

Results
2S+1: 3
Charge: -1
Gap between HOMO and LUMO (alpha / beta) (eV): 6.6 / 6.6
LUMO energy (alpha / beta) (eV): 0.8 / 0.8

---

No. 4
Molecular formula: C3H8FN
Method: DFT, ωB97M-V/def2-TZVPD

Geometry as XYZ:
```
13
Properties=species:S:1:pos:R:3:lowdin_charge:R:1
C 0.84 -1.27 0.79 -0.053
C -0.21 -0.36 0.36 -0.491
F -0.85 0.22 1.43 -0.014
C 0.22 0.66 -0.61 -0.245
N -0.97 1.44 -0.85 -0.016
H 1.49 -0.72 1.52 0.102
H 0.57 -2.18 1.28 0.065
H 1.44 -1.57 -0.12 0.109
H -1.03 -0.87 -0.11 0.138
H 0.50 0.27 -1.62 0.142
H 0.99 1.34 -0.17 0.133
H -1.54 1.75 -0.13 0.041
H -1.43 1.30 -1.77 0.088
```

Results
Charge: 0
Gap between HOMO and LUMO (eV): 9.9
LUMO energy (eV): 1.1

---

Computed strongest force on any atom, in the same sequence as the records: 2.4, 2.0, 4.8, 3.7 eV/Å.
Computed energy above the lowest of the compared OMol25 structures with the same formula, charge and spin, in the same sequence as the records: 3.702, 2.052, 1.249, 0.485 eV.